C5H10ClN2 | ωB97M-V/def2-TZVPD

Results
DFT total energy ... -20843.1129 eV
LUMO ... -3.458 eV
Orbital gap ... 10.25 eV
SMILES string ... CN1CC[N+](C)=C1Cl
ΔE to the lowest compared entry with this formula, charge and spin ... 0.746 eV

ORCA input file:
```
! wB97M-V def2-TZVPD RIJCOSX def2/J DEFGRID3
* xyz 1 1
H 2.363 1.934 0.459
H 1.217 -0.287 -1.891
H 1.465 -1.555 -0.749
C -2.537 0.008 0.367
N 1.044 0.277 0.153
C 0.867 -0.681 -0.951
H 2.625 0.603 1.592
N -1.120 -0.211 0.140
H -2.708 0.083 1.454
Cl -0.259 1.658 2.043
H -3.143 -0.842 -0.012
C -0.076 0.520 0.750
H -1.019 -0.680 -1.913
H -0.741 -2.064 -0.861
H -2.875 0.921 -0.118
C 2.335 0.863 0.561
H 3.167 0.459 -0.058
C -0.606 -1.006 -0.966
*
```

natural (NBO) atomic charge list, values in e, 2 entries:
1. H 0.24
2. H 0.23